Density functional theory data (the ωB97M-V functional and the def2-TZVPD basis) for a cluster of 2 separate species, C28H57BrClN4O4S in total in a non-equilibrium geometry.

Properties
HOMO (Ha): -0.417
LUMO energy (eV): -3.651
Electronic energy (eV): -137500.5115
Total charge: +1
M (g mol⁻¹): 661.21

```
96
Properties=species:S:1:pos:R:3:forces:R:3
Br 3.888 -3.616 -5.672 0.2 0.4 0.3
Cl 6.148 2.047 -3.592 -0.1 -0.3 0.1
S 7.536 -1.990 -1.121 1.9 0.5 0.2
O 8.145 -1.370 -0.002 -0.7 0.5 1.0
O 6.614 -2.266 -5.896 0.6 0.2 0.0
O 8.451 -2.643 -2.005 -0.7 -0.8 -1.0
O 1.746 6.287 -3.108 0.0 -0.1 0.1
N 4.625 0.000 -4.191 -0.3 0.2 1.8
N 5.679 -1.297 -5.584 -0.1 -1.9 1.4
N 3.855 6.677 -2.352 0.1 -0.1 -0.1
N 6.677 -1.141 -3.484 0.2 0.8 1.0
C 6.728 -0.694 -2.094 -0.6 -1.0 0.0
C -1.692 -2.654 -1.610 -0.5 -0.4 -0.5
C 2.200 -0.439 -5.130 -0.6 -0.1 1.2
C 4.566 1.194 -3.354 0.1 0.6 0.1
C 2.378 2.287 -2.555 0.0 0.1 -1.0
C -5.502 -0.323 6.824 -0.6 -0.3 0.3
C -2.939 -3.107 -0.820 0.6 0.7 -0.3
C -0.147 -1.176 -4.399 -0.8 0.8 1.0
C 5.277 6.688 -2.635 -0.1 0.0 0.3
C -6.760 -0.736 7.615 0.3 -0.7 -0.1
C -3.643 -0.710 3.602 -0.7 0.0 -0.2
C 1.045 -0.272 -4.107 0.1 0.0 -0.9
C -4.236 -1.340 2.330 1.3 0.5 0.2
C -6.546 -2.000 8.476 0.1 0.9 0.2
C 2.947 6.328 -3.285 0.0 0.0 -0.1
C 3.450 2.196 -3.667 -0.4 0.2 0.4
C 5.738 -0.783 -4.301 0.0 0.1 -1.9
C 3.388 7.049 -1.026 -0.2 0.0 -0.2
C -3.534 -1.894 -0.080 0.0 -0.6 0.6
C -7.274 -1.740 10.903 0.7 0.4 -0.1
C 3.503 -0.910 -4.483 0.4 -1.6 -2.8
C -4.725 0.030 4.399 0.3 -0.6 0.7
C -3.111 -1.840 1.409 -0.7 -0.1 -0.4
C -5.474 -0.896 5.398 0.0 0.8 -0.1
C -6.097 -1.636 9.909 -0.8 -0.2 0.0
C 4.229 -1.730 -5.639 -0.2 1.7 -1.1
C -2.112 -2.057 -2.975 0.4 0.3 0.4
C -1.269 -0.831 -3.390 -0.6 -0.5 0.0
H -4.632 -0.707 7.362 0.2 0.3 0.1
H -5.799 -2.635 8.001 -0.1 -0.2 -0.1
H -5.282 -2.270 10.248 0.1 0.0 0.0
H -2.819 -0.041 3.349 -0.1 0.1 -0.2
H -1.171 -1.896 -1.024 0.2 -0.1 0.1
H 2.643 3.056 -1.836 0.1 -0.2 0.3
H -4.623 -1.915 -0.111 -0.1 0.0 -0.1
H -4.881 -2.166 2.622 -0.3 0.0 -0.2
H -3.198 -0.979 -0.567 -0.2 0.1 -0.1
H -1.022 -3.495 -1.794 0.2 0.0 0.2
H -1.948 -0.087 -3.807 0.2 0.2 -0.2
H -0.856 -0.380 -2.487 0.1 0.0 0.0
H 1.471 2.637 -3.040 -0.2 0.0 0.2
H -4.806 -0.568 1.814 -0.2 -0.1 -0.1
H 1.884 -1.260 -5.772 0.2 -0.1 -0.1
H -6.877 -1.844 11.911 -0.2 -0.1 0.2
H -2.654 -3.884 -0.114 -0.2 -0.1 0.1
H 4.236 7.301 -0.393 0.0 0.0 -0.1
H 7.271 0.236 -1.953 0.2 -0.1 0.1
H -7.556 -0.960 6.904 -0.2 0.3 0.0
H -4.273 0.839 4.973 0.1 0.1 0.0
H 4.479 0.949 -2.297 0.3 0.0 0.1
H 3.296 -1.698 -3.752 0.0 0.7 0.8
H 2.835 6.220 -0.582 0.0 0.1 0.1
H 2.317 0.427 -5.776 0.2 0.0 0.0
H 6.629 -2.978 -5.228 -0.5 -0.1 -0.2
H -0.574 -0.970 -5.379 0.3 -0.3 -0.3
H -7.087 0.076 8.265 -0.1 0.0 0.0
H -2.850 -2.849 1.726 0.3 0.0 0.1
H 1.379 -0.507 -3.097 0.1 0.1 0.1
H 5.713 -0.636 -1.712 -0.1 0.3 0.1
H 5.783 5.990 -1.963 0.2 0.0 -0.1
H -6.501 -1.000 5.047 0.0 -0.2 0.0
H -2.240 -1.192 1.507 0.1 -0.1 0.2
H -2.025 -2.807 -3.763 -0.2 -0.1 0.0
H -5.010 -1.881 5.426 -0.1 -0.2 -0.1
H -7.847 -0.813 10.893 -0.3 -0.1 -0.1
H 3.406 6.065 -4.256 0.0 0.0 0.0
H -5.464 0.765 6.822 0.2 0.1 -0.2
H -7.497 -2.526 8.531 0.1 -0.3 0.0
H 6.548 -2.830 -0.693 0.0 0.2 -0.3
H 5.458 6.383 -3.664 0.0 0.0 0.0
H -3.215 -1.502 4.219 0.1 0.0 0.1
H 2.719 7.906 -1.097 0.0 0.0 0.1
H -3.646 -3.517 -1.539 -0.1 -0.2 0.1
H 3.001 2.058 -4.646 0.1 -0.3 -0.1
H -5.468 0.475 3.740 0.1 0.2 -0.2
H -3.166 -1.799 -2.897 -0.1 0.2 -0.1
H 0.704 0.761 -4.128 -0.1 0.0 0.2
H -7.923 -2.575 10.654 -0.1 -0.1 0.2
H 0.075 -2.235 -4.270 0.3 0.0 -0.3
H 3.896 3.183 -3.705 0.2 0.0 -0.2
H 7.433 -1.767 -3.769 0.1 0.3 -0.2
H -5.773 -0.595 9.931 0.4 -0.1 -0.1
H 3.894 -1.264 -6.556 -0.3 -0.7 -0.4
H 2.177 1.319 -2.104 -0.1 0.1 0.3
H 5.685 7.688 -2.484 0.1 0.0 0.0
```
Positions in Å, forces in eV/Å.